ORCA calculation (ωB97M-V/def2-TZVPD) on a molecular structure, C12H11NO4Ru at a distorted geometry.

- HOMO-LUMO gap (alpha / beta) (eV) = 5.29 / 5.89
- 2S+1 = 6
- total charge = +3
- expectation value of S² = 8.783
- energy (Ha) = -913.09371

Atoms and positions in Å:
Ru (0.51543, 0.40476, -0.91020)
O (2.61074, -1.87851, -1.13523)
C (1.81402, -1.04291, -1.04138)
C (-0.63470, 1.97320, -1.04042)
O (-1.31415, 2.90434, -1.15367)
C (-0.56854, -0.42522, -2.27591)
O (-1.22137, -0.90356, -3.10397)
C (1.86998, 1.45324, -0.01893)
O (2.69960, 2.07268, 0.50230)
C (3.07465, 1.83987, -4.77226)
H (4.02789, 1.87360, -4.23177)
H (2.85784, 0.92523, -5.33642)
C (2.23888, 2.88694, -4.78546)
H (1.30485, 2.86940, -5.35944)
H (2.47564, 3.81754, -4.25613)
C (-2.44872, -2.11471, 4.40201)
C (-1.78029, -1.53024, 3.19296)
C (-1.58282, -2.30370, 2.05081)
C (-0.94140, -1.74472, 0.94400)
N (-0.52649, -0.46075, 0.92666)
C (-0.73301, 0.29719, 2.02301)
C (-1.33971, -0.20947, 3.17050)
H (-3.47142, -2.44364, 4.17535)
H (-1.90021, -2.98792, 4.77854)
H (-2.49558, -1.36566, 5.19735)
H (-1.91502, -3.34121, 2.01257)
H (-0.75572, -2.33318, 0.04002)
H (-0.39169, 1.33373, 1.96457)
H (-1.46868, 0.43367, 4.04056)

ORCA calculation (ωB97M-V/def2-TZVPD) on a single C9H12ClFN2 molecule at a distorted geometry.

- SMILES = CC[C@H](Cl)[C@H](C#N)[C@H](C#N)[C@H](C)F
- HOMO-LUMO gap (eV) = 11.55
- ΔE to the lowest compared entry with this formula, charge and spin (eV) = 2.868
- total charge = 0
- energy (Ha) = -1019.57982

Atoms and positions in Å:
C (-2.18738, 1.29048, 2.11461)
C (-1.40565, 0.43257, 0.96334)
C (0.16209, 0.79645, 1.13532)
Cl (0.57561, 2.49766, 0.48309)
C (1.18360, -0.34699, 0.62325)
C (2.56400, 0.31161, 0.06558)
N (3.50129, 0.87097, -0.45349)
C (0.57326, -1.47877, -0.32601)
C (1.78557, -2.51785, -0.64683)
N (2.79005, -3.09786, -1.01572)
C (-0.07185, -1.06057, -1.71371)
C (0.17514, 0.41742, -2.25498)
F (-1.52795, -1.27069, -1.66465)
H (-2.10204, 0.80904, 3.16032)
H (-1.71143, 2.34705, 2.22135)
H (-3.29994, 1.46827, 1.84504)
H (-1.85964, 0.76969, -0.03144)
H (-1.64760, -0.67366, 1.19778)
H (0.31645, 0.90583, 2.28266)
H (1.53147, -0.90058, 1.58755)
H (-0.17909, -2.10205, 0.30271)
H (0.30321, -1.79587, -2.52926)
H (1.26330, 0.76578, -2.29599)
H (-0.53326, 1.12875, -1.69322)
H (-0.19920, 0.43331, -3.35730)

ORCA calculation (ωB97M-V/def2-TZVPD) on 2 unconnected molecules or ions with the total composition C5H9NS2 at a distorted geometry.

- HOMO-LUMO gap (eV) = 8.24
- ΔE to the lowest compared entry with this formula, charge and spin (eV) = 4.396
- total charge = 0
- energy (Ha) = -1046.88678

Atoms and positions in Å:
C (0.04705, 0.73145, 0.75336)
C (-1.40157, -0.02372, 0.58936)
C (-1.11802, -1.23521, -0.27769)
C (1.03951, -0.30955, 0.22389)
C (2.34971, 0.16468, -0.43513)
H (-1.87992, 2.16425, -0.45333)
H (0.30376, 1.22747, 1.64411)
H (-1.72849, -0.33074, 1.56138)
H (-2.26507, 0.56588, 0.27458)
H (-0.95990, -2.16853, 0.52246)
H (-1.73402, -1.49382, -1.15702)
H (0.15297, -0.44526, -1.71803)
H (1.26167, -1.05239, 1.04697)
H (1.90588, 0.66979, -1.44543)
N (0.26248, -1.11370, -0.88768)
S (-0.03926, 2.35140, -0.36378)
S (3.80320, 0.29801, 0.12197)

ORCA calculation (ωB97M-V/def2-TZVPD) on 11 unconnected molecules or ions with the total composition C60H118F30N11O23S10 at a distorted geometry.

- HOMO-LUMO gap (eV) = 6.83
- total charge = +1
- energy (Ha) = -11666.74387

Atoms and positions in Å:
C (-4.87433, -1.83871, -3.09519)
C (-4.19864, -3.15690, -2.87728)
C (-4.87909, -3.98912, -1.76327)
N (-4.40071, -5.53190, -1.78187)
C (-2.90739, -5.57580, -1.34297)
C (-4.46109, -6.10188, -3.18139)
C (-4.57839, -7.65162, -3.03749)
C (-5.23180, -7.76050, -1.65791)
C (-5.23731, -6.46973, -0.95007)
H (-5.95498, -1.89551, -3.22587)
H (-4.55448, -1.48161, -4.07411)
H (-4.59823, -1.08138, -2.36149)
H (-3.14579, -2.91917, -2.72531)
H (-4.24520, -3.56697, -3.88613)
H (-5.96215, -4.02233, -1.88149)
H (-4.75196, -3.68344, -0.72477)
H (-2.84997, -5.38830, -0.27075)
H (-2.25660, -4.88831, -1.88329)
H (-2.53646, -6.58944, -1.49475)
H (-3.64873, -5.79100, -3.83829)
H (-5.42185, -5.75885, -3.56527)
H (-3.56010, -8.04018, -3.02282)
H (-4.98936, -8.20973, -3.87875)
H (-4.64107, -8.47590, -1.08577)
H (-6.22750, -8.18495, -1.78652)
H (-4.78562, -6.54210, 0.03929)
H (-6.23956, -6.04128, -0.95373)
C (-1.30145, -2.88209, 0.95008)
C (-1.02990, -1.35372, 1.20757)
C (-0.43207, -0.77971, 0.03057)
C (-0.38417, 0.72995, -0.07270)
N (-0.50545, 1.33168, -1.55815)
C (-1.78832, 1.00809, -2.24778)
C (-1.46433, 0.28372, -3.55675)
C (0.00957, 0.64028, -3.83237)
C (0.58312, 0.69436, -2.48290)
C (-0.34642, 2.87287, -1.46240)
H (-0.37178, -3.26508, 0.52921)
H (-2.14603, -2.92348, 0.26228)
H (-1.54188, -3.40005, 1.87853)
H (-0.36400, -1.11637, 2.03723)
H (-1.92780, -0.80279, 1.48748)
H (-0.99756, -1.12308, -0.83569)
H (0.58465, -1.17214, 0.01082)
H (0.57117, 1.07308, 0.32440)
H (-1.24134, 1.19316, 0.41597)
H (-2.38610, 1.91885, -2.28342)
H (-2.25706, 0.29591, -1.56868)
H (-2.19998, 0.71196, -4.23757)
H (-1.50664, -0.80488, -3.52118)
H (0.15341, 1.61842, -4.29133)
H (0.42214, -0.20137, -4.38871)
H (1.39876, 1.41531, -2.53836)
H (0.93507, -0.31142, -2.25345)
H (0.65064, 3.15228, -1.12194)
H (-1.07498, 3.27610, -0.75905)
H (-0.53369, 3.30773, -2.44420)
C (1.52689, -4.91281, 2.39560)
C (2.42123, -3.66207, 2.30370)
C (1.80047, -2.51966, 3.22953)
C (2.22941, -2.66532, 4.72501)
N (1.70997, -1.54831, 5.66460)
C (2.35818, -0.21853, 5.40957)
C (3.23759, 0.08490, 6.56755)
C (2.53389, -0.57520, 7.75055)
C (2.12272, -1.94770, 7.08497)
C (0.12162, -1.49569, 5.55854)
H (1.05627, -5.11474, 3.35781)
H (2.00579, -5.76197, 1.90807)
H (0.65889, -4.80671, 1.74490)
H (2.56312, -3.32622, 1.27648)
H (3.43524, -3.86438, 2.64861)
H (0.73054, -2.70083, 3.33216)
H (1.92360, -1.51943, 2.81421)
H (3.27632, -2.70779, 5.02549)
H (1.84865, -3.55185, 5.23215)
H (1.60786, 0.56381, 5.29529)
H (2.89241, -0.26427, 4.46057)
H (3.29211, 1.15980, 6.73993)
H (4.23615, -0.34848, 6.51138)
H (1.67431, -0.02245, 8.12962)
H (3.11401, -0.83522, 8.63596)
H (1.23761, -2.34602, 7.58098)
H (2.89423, -2.69389, 7.27488)
H (-0.31827, -0.72452, 6.19092)
H (-0.22652, -2.51754, 5.70929)
H (-0.11339, -1.13714, 4.55639)
C (-6.87591, -2.13896, 5.64642)
C (-6.13388, -2.55848, 4.41462)
N (-4.80867, -3.33317, 4.76354)
C (-5.05777, -4.68266, 5.44177)
C (-4.03477, -3.58163, 3.44952)
C (-4.58232, -4.56842, 2.48556)
C (-3.83440, -2.51252, 5.74440)
C (-3.65013, -1.06685, 5.32060)
O (-2.99675, -0.91604, 4.08315)
C (-2.84878, 0.51370, 3.71729)
H (-7.08881, -2.91637, 6.38018)
H (-7.80853, -1.67165, 5.33026)
H (-6.48239, -1.24682, 6.13358)
H (-5.76087, -1.66276, 3.91797)
H (-6.81027, -3.10224, 3.75513)
H (-5.87174, -5.12554, 4.86782)
H (-5.50132, -4.41472, 6.40071)
H (-4.26156, -5.40058, 5.63858)
H (-3.08125, -3.95774, 3.82025)
H (-3.88556, -2.62078, 2.95697)
H (-4.83915, -5.39157, 3.15231)
H (-3.78899, -4.84669, 1.79180)
H (-5.51066, -4.38825, 1.94351)
H (-2.85008, -2.97469, 5.81932)
H (-4.34416, -2.45680, 6.70624)
H (-2.96784, -0.71524, 6.09452)
H (-4.52425, -0.41967, 5.39250)
H (-2.00850, 0.77720, 3.07495)
H (-2.66365, 0.94926, 4.69918)
H (-3.79569, 0.81765, 3.27110)
C (-0.72736, 6.91910, -0.63068)
C (0.43744, 6.56942, 0.32175)
N (0.50444, 7.32567, 1.73045)
C (-0.81097, 6.93929, 2.42224)
C (1.74014, 6.74675, 2.48941)
C (3.15840, 7.08110, 1.95727)
C (0.55053, 8.84248, 1.43462)
C (0.62220, 9.67461, 2.72325)
O (1.92469, 9.74807, 3.36588)
C (2.86231, 10.61464, 2.71837)
H (-0.39215, 7.70902, -1.30282)
H (-1.66845, 7.23989, -0.18397)
H (-0.90394, 6.12688, -1.35821)
H (1.37818, 6.78365, -0.18541)
H (0.43382, 5.50037, 0.53444)
H (-0.99651, 5.86890, 2.33309)
H (-1.54875, 7.61047, 1.98258)
H (-0.74128, 7.17081, 3.48509)
H (1.72395, 5.66399, 2.61380)
H (1.64141, 6.97569, 3.55052)
H (3.87752, 6.56830, 2.59603)
H (3.29718, 8.16122, 1.91058)
H (3.19604, 6.62555, 0.96775)
H (-0.31430, 8.97801, 0.78516)
H (1.32118, 9.08582, 0.70319)
H (-0.07334, 9.25390, 3.44942)
H (0.18941, 10.67440, 2.68857)
H (2.59314, 10.89136, 1.69902)
H (3.86009, 10.17665, 2.74457)
H (2.94112, 11.57883, 3.22061)
C (7.12893, -1.48411, -4.63694)
C (6.00113, -1.54825, -5.66836)
N (4.68219, -0.86849, -5.27255)
C (4.11148, -1.75416, -4.15263)
C (4.94665, 0.58627, -4.75817)
C (3.77436, 1.52281, -4.53492)
C (3.71459, -0.85074, -6.45050)
C (3.54873, -2.15181, -7.24662)
O (3.29467, -3.19113, -6.37541)
C (2.88004, -4.36762, -6.99683)
H (7.30581, -0.47077, -4.27645)
H (8.08202, -1.78377, -5.07274)
H (6.92186, -2.19537, -3.83737)
H (5.78470, -2.54911, -6.04190)
H (6.38554, -0.93878, -6.48620)
H (3.04248, -1.55186, -4.21912)
H (4.65488, -1.50401, -3.24146)
H (4.38672, -2.80273, -4.26591)
H (5.66548, 1.07895, -5.41289)
H (5.37439, 0.56269, -3.75588)
H (3.87895, 2.44134, -3.95747)
H (2.99708, 0.87613, -4.12782)
H (3.42911, 1.88482, -5.50335)
H (4.16323, -0.11536, -7.11836)
H (2.72499, -0.55032, -6.10619)
H (4.42221, -2.47381, -7.81358)
H (2.78181, -2.06093, -8.01583)
H (1.85146, -4.32678, -7.35522)
H (2.96665, -5.20007, -6.29852)
H (3.40531, -4.39477, -7.95153)
C (-3.35939, 4.11513, -5.58065)
F (-4.36066, 4.46576, -6.25420)
F (-3.63520, 4.14415, -4.30419)
F (-3.03301, 2.86213, -6.00233)
S (-1.81462, 5.23734, -6.03839)
O (-1.60891, 5.17180, -7.46455)
O (-2.22323, 6.57839, -5.60345)
N (-0.54740, 4.45904, -5.24131)
S (0.36707, 5.71074, -4.89730)
O (0.55399, 6.68410, -5.96785)
O (0.18224, 6.29568, -3.57657)
C (2.19400, 4.89359, -4.52506)
F (1.97795, 4.28316, -3.39131)
F (2.57203, 3.99791, -5.43043)
F (3.10181, 5.79668, -4.27430)
C (-0.27410, 3.83274, 4.16413)
F (-1.50861, 3.75479, 3.55887)
F (0.06823, 5.12090, 4.45263)
F (-0.26417, 3.10761, 5.28006)
S (1.03330, 2.92619, 3.01429)
O (0.74668, 1.50199, 3.15832)
O (0.76487, 3.34357, 1.64926)
N (2.55418, 3.46274, 3.63880)
S (3.59197, 2.82431, 2.66463)
O (3.71809, 1.38514, 2.72607)
O (3.65258, 3.40823, 1.32666)
C (5.26785, 3.36611, 3.51254)
F (6.30488, 2.84971, 2.89883)
F (5.30060, 4.73786, 3.63804)
F (5.27960, 2.76133, 4.68858)
C (-3.37263, 4.14685, 0.54068)
F (-2.83544, 4.67917, -0.58864)
F (-2.79104, 3.07345, 1.02528)
F (-3.34822, 5.08063, 1.50066)
S (-5.23662, 3.65688, 0.12807)
O (-6.09232, 4.75194, 0.67519)
O (-5.34079, 3.68088, -1.33900)
N (-5.60103, 2.21188, 1.02282)
S (-5.83566, 1.25987, -0.08399)
O (-7.14161, 1.46894, -0.71214)
O (-4.66833, 1.01238, -0.93941)
C (-6.00317, -0.49508, 0.75906)
F (-6.34963, -1.47104, -0.17744)
F (-4.80968, -0.86484, 1.26604)
F (-6.96553, -0.50903, 1.71047)
C (-0.27621, -3.87045, -4.83102)
F (-1.58947, -3.81507, -4.52893)
F (-0.15971, -4.98704, -5.63701)
F (0.00459, -2.78920, -5.53827)
S (0.78270, -3.98884, -3.15129)
O (2.20185, -4.00132, -3.51340)
O (0.37116, -2.83564, -2.41445)
N (0.19952, -5.42067, -2.38247)
S (1.38940, -6.05082, -1.70567)
O (2.26120, -6.79686, -2.62963)
O (2.06453, -5.18265, -0.76259)
C (0.55396, -7.39306, -0.60863)
F (-0.20056, -6.77796, 0.34246)
F (-0.28242, -8.07073, -1.31991)
F (1.43573, -8.17555, -0.09772)
C (9.01426, 0.68397, -1.07985)
F (10.23262, 0.37573, -0.61564)
F (8.41722, 1.63159, -0.38757)
F (9.05864, 0.94542, -2.37975)
S (7.97576, -0.97250, -0.84881)
O (8.61252, -1.94763, -1.70841)
O (8.12896, -1.31672, 0.59597)
N (6.41852, -0.58831, -1.42173)
S (5.57816, -0.24318, -0.11687)
O (5.38745, -1.47065, 0.67796)
O (5.98506, 0.92419, 0.67502)
C (3.84352, 0.23583, -0.82758)
F (3.36999, -0.87077, -1.38881)
F (3.08558, 0.59899, 0.16032)
F (3.98867, 1.32782, -1.67736)

ORCA calculation (ωB97M-V/def2-TZVPD) on a single C7H6N2O2S molecule at a distorted geometry.

- HOMO-LUMO gap (alpha / beta) (eV) = 6.83 / 6.83
- ΔE to the lowest compared entry with this formula, charge and spin (eV) = 5.241
- total charge = 0
- energy (Ha) = -928.31735

Atoms and positions in Å:
C (2.77592, -0.02066, -0.27749)
C (2.34366, 1.39559, -0.14662)
C (1.79285, -1.01017, -0.07450)
C (0.95600, 1.67322, -0.03904)
C (0.44774, -0.71034, 0.15464)
C (0.05968, 0.65139, 0.02319)
C (-1.62661, -1.40449, 0.98257)
N (-0.45353, -1.71063, 0.37210)
N (-2.23243, 0.13018, -1.01897)
O (-1.94747, -0.34085, 1.47750)
O (-3.58233, 0.15214, -1.24330)
S (-1.69786, 1.10573, 0.15904)
H (3.85870, -0.17745, -0.44365)
H (3.08096, 2.08678, 0.14902)
H (2.15951, -1.99484, -0.01058)
H (0.55887, 2.73955, -0.24626)
H (-2.42127, -2.08018, 0.87170)
H (-4.07240, -0.48499, -0.68932)